73
Properties=species:S:1:pos:R:3 method="wB97M-V/def2-TZVPD" de_lowest_ev=0.000 total_charge=-1 spin_multiplicity=2 fmax_ev_per_a=2.00 e_homo_ev="-3.4 / -4.5" s2=0.799 total_energy_ev=-165624.925
Ti 10.694 15.328 5.999
C 13.952 15.315 8.438
O 13.101 14.405 7.762
C 13.644 13.682 6.750
C 15.002 13.413 6.684
C 15.535 12.523 5.731
C 14.684 12.016 4.746
C 13.350 12.352 4.768
C 12.788 13.154 5.777
N 11.414 13.455 5.914
N 10.639 12.344 5.732
C 9.325 12.342 5.909
C 8.554 13.422 6.396
O 9.202 14.558 6.691
C 7.162 13.258 6.479
C 6.513 12.109 6.076
C 7.230 10.999 5.570
C 6.601 9.764 5.231
C 7.385 8.687 4.890
C 8.799 8.785 4.890
C 9.415 9.983 5.164
C 8.647 11.111 5.571
H 13.253 15.946 8.972
H 14.582 14.766 9.132
H 14.585 15.916 7.771
H 15.616 13.822 7.463
H 16.592 12.343 5.774
H 15.072 11.351 3.976
H 12.693 11.977 3.991
H 6.573 14.105 6.857
H 5.451 12.074 6.011
H 5.555 9.658 5.320
H 6.871 7.754 4.611
H 9.391 7.895 4.669
H 10.492 10.110 5.190
Se 10.023 15.943 3.868
N 12.294 23.810 5.549
C 11.972 22.557 6.073
C 11.051 21.687 5.435
C 10.773 20.451 5.984
C 11.412 20.087 7.170
C 12.339 20.919 7.769
C 12.612 22.147 7.227
S 11.182 18.552 7.977
O 9.842 18.575 8.480
O 12.242 18.396 8.969
N 11.318 17.439 6.836
C 12.493 17.384 6.214
S 13.707 18.555 5.941
C 14.514 17.457 4.892
C 13.860 16.288 4.811
N 12.721 16.223 5.599
H 12.066 23.952 4.572
H 13.227 24.062 5.831
H 10.559 22.027 4.543
H 10.157 19.751 5.463
H 12.872 20.506 8.637
H 13.296 22.832 7.714
H 15.416 17.799 4.396
H 14.186 15.445 4.258
C 8.712 15.520 9.777
P 10.410 15.040 9.324
C 11.299 15.440 10.938
C 10.335 13.252 9.450
H 8.310 15.006 10.670
H 8.066 15.413 8.887
H 8.829 16.578 10.022
H 10.685 15.232 11.832
H 11.638 16.484 10.929
H 12.184 14.779 10.909
H 9.862 12.848 10.336
H 11.364 12.905 9.343
H 9.772 12.868 8.580